63
Properties=species:S:1:pos:R:3:forces:R:3:mulliken_charge:R:1 method="wB97M-V/def2-TZVPD" gap_ha=0.33174 multiplicity=1 e_above_lowest_kj_mol=0.0 charge=-1 total_energy_ha=-3548.9600 homo_ha=-0.23565
Cl -0.740774 1.104467 0.334409 0.308 0.345 -0.263 1.542
O -1.409944 0.495111 1.459582 -0.072 -0.205 0.079 -0.791
O -1.106204 2.501469 0.256709 0.029 0.016 0.004 -0.531
O 0.691771 0.985250 0.524909 -0.073 -0.011 0.044 -0.640
O -1.106165 0.451930 -0.901702 -0.187 -0.053 0.115 -0.586
Cl -4.631955 1.711525 3.502588 0.048 0.088 -0.029 -0.219
C -3.085376 1.340176 4.327578 -0.365 -0.031 0.279 0.087
C -2.628675 2.473268 5.219160 -0.167 -0.132 -0.508 -0.324
Cl -3.695727 2.707692 6.631632 0.008 -0.101 0.168 -0.218
H -2.350257 1.124599 3.555330 0.019 0.039 -0.008 -0.146
H -3.293858 0.460416 4.931760 0.196 -0.096 -0.087 0.327
H -2.663412 3.414799 4.680033 0.287 0.009 -0.036 0.256
H -1.627305 2.232993 5.567631 0.019 0.204 0.115 0.287
Cl 1.089054 2.543982 -4.160983 -0.217 0.148 -0.104 -0.243
C 0.566624 3.015789 -2.507370 0.843 0.164 -0.107 -0.077
C 0.739717 4.488894 -2.215689 -0.564 -0.094 0.341 -0.200
Cl 2.391725 5.077213 -2.502664 0.035 0.087 -0.114 -0.215
H 1.246419 2.481568 -1.850256 -0.368 -0.320 0.142 0.108
H -0.467461 2.715162 -2.390090 0.020 -0.115 0.198 0.220
H 0.559701 4.614589 -1.147853 -0.033 -0.038 -0.009 0.016
H 0.016944 5.112432 -2.738485 0.261 0.054 -0.270 0.350
C 2.416206 0.441615 3.126448 0.328 0.263 0.166 -0.133
O 1.080453 0.361603 3.562813 -0.080 -0.204 0.256 -0.498
H 3.069498 0.404841 4.002521 -0.168 -0.079 0.074 0.295
H 2.698314 -0.391714 2.476190 -0.044 0.120 -0.125 -0.164
H 2.616459 1.398324 2.632984 -0.007 -0.162 -0.224 0.209
H 0.513810 0.318890 2.784824 -0.104 0.111 -0.208 0.290
C -1.581109 -0.782707 -3.954202 0.036 0.404 -0.425 -0.004
O -2.957960 -0.399145 -3.910484 0.123 -0.279 -0.047 -0.561
H -1.281275 -1.317836 -3.055643 0.161 0.133 0.058 -0.160
H -1.392680 -1.420712 -4.819306 -0.427 -0.156 0.034 0.264
H -0.973663 0.108397 -4.139030 0.229 -0.095 0.407 0.158
H -3.046860 0.151462 -3.126683 -0.053 -0.007 0.056 0.324
C -2.326554 5.626490 0.538188 -1.074 0.000 -0.166 -0.210
O -2.643208 6.747521 -0.302523 0.268 -0.115 0.187 -0.547
H -2.218176 5.978664 1.560503 0.471 0.205 -0.096 0.259
H -3.195115 4.958900 0.581955 0.207 -0.202 -0.135 0.256
H -1.468803 5.073810 0.167044 0.174 -0.026 0.265 -0.048
H -2.719072 6.396344 -1.193283 -0.052 0.099 -0.041 0.299
C 5.312465 -4.119250 -0.260747 0.376 -0.594 0.041 -0.766
O 4.024363 -3.612539 -0.436200 -0.168 -0.273 -0.035 -0.262
C 3.428188 -3.202949 0.778037 0.413 1.061 -0.055 -0.619
C 2.111410 -2.523155 0.480755 0.167 -0.437 -0.202 -0.391
N 1.203022 -3.417085 -0.220090 -0.165 -0.088 0.090 -0.434
C -0.122743 -2.806973 -0.345465 0.667 0.093 0.695 -0.204
C -1.040852 -3.657534 -1.173742 0.442 0.322 -0.173 -0.782
O -0.449793 -3.800742 -2.456560 0.212 0.107 -0.131 -0.286
C -1.279172 -4.484268 -3.343082 -0.935 -0.296 0.039 -0.840
H 5.612141 -4.646515 -1.168274 -0.065 0.241 -0.118 0.253
H 5.364284 -4.876395 0.537618 -0.150 0.179 0.077 0.301
H 6.056002 -3.343558 -0.037424 -0.116 0.097 0.010 0.279
H 4.078239 -2.430158 1.226688 -0.009 -0.193 0.163 0.363
H 3.334720 -4.022172 1.497980 -0.111 -0.213 -0.192 0.366
H 2.297245 -1.614434 -0.107742 0.045 0.125 0.182 0.271
H 1.696622 -2.226176 1.448260 -0.236 0.028 -0.120 0.222
H 1.578174 -3.597876 -1.143917 0.004 -0.016 0.001 0.306
H -0.060277 -1.776246 -0.714862 -0.172 -0.070 -0.194 0.086
H -0.484430 -2.749664 0.687339 -0.406 0.118 -0.181 0.329
H -1.997404 -3.139561 -1.298967 -0.203 -0.247 0.226 0.408
H -1.132746 -4.640108 -0.696740 -0.313 -0.036 -0.082 0.469
H -0.911797 -4.403963 -4.363482 0.299 -0.026 0.085 0.258
H -2.304516 -4.075506 -3.340526 0.177 0.146 0.002 0.321
H -1.398265 -5.541224 -3.057429 0.232 0.005 -0.116 0.322

***

71
Properties=species:S:1:pos:R:3:forces:R:3:mulliken_charge:R:1 method="wB97M-V/def2-TZVPD" smiles="C[C@@H](F)C[C@H]1[C@@H](F)NC(=O)[C@@H]1O.NC(N)=O.NC(N)=O.NC(N)=O.NC(N)=O.NC(N)=O.NC(N)=O" gap_ha=0.34925 multiplicity=1 e_above_lowest_kj_mol=0.0 charge=0 total_energy_ha=-2030.1250 homo_ha=-0.34806
C 1.829550 -1.972632 3.974246 -0.316 -0.016 -0.125 -0.995
C 1.611163 -3.332685 3.330716 -0.052 -0.099 -0.166 0.554
F 2.562969 -4.223006 3.845004 0.010 -0.108 0.094 -0.420
C 0.245538 -3.961522 3.554141 -0.071 0.141 0.005 -1.051
C -0.870715 -3.377588 2.670528 -0.154 0.001 -0.325 -0.066
C -2.280595 -3.707994 3.229663 0.032 -0.085 -0.107 -0.137
F -2.233721 -4.659838 4.236136 0.011 -0.063 -0.009 -0.362
N -2.791307 -2.476116 3.807237 0.892 -0.208 0.347 -0.247
C -1.880431 -1.452626 3.641987 -0.175 0.372 0.088 -0.100
O -1.856195 -0.424565 4.280349 -0.061 -0.075 -0.005 -0.689
C -0.958528 -1.848986 2.499140 -0.135 -0.097 -0.045 1.902
O -1.680211 -1.539652 1.307962 0.065 -0.027 -0.104 -0.708
H 1.091764 -1.761293 4.752411 0.126 -0.121 0.096 0.298
H 2.828298 -1.928649 4.407795 -0.019 0.063 -0.101 0.435
H 1.696444 -1.200458 3.218933 0.311 0.185 0.188 -0.168
H 1.805836 -3.293398 2.251218 0.077 0.064 0.053 0.269
H -0.002373 -3.913653 4.617233 0.003 0.095 -0.049 0.327
H 0.335241 -5.018891 3.299780 -0.034 -0.003 0.105 0.382
H -0.791294 -3.796689 1.663059 0.116 -0.035 0.116 0.314
H -2.944187 -4.112651 2.467063 -0.079 0.068 0.056 0.371
H -3.119485 -2.575436 4.760256 -0.482 0.049 -0.150 0.319
H -0.028709 -1.290623 2.519705 -0.080 -0.060 0.113 -0.697
H -1.034770 -1.378587 0.609291 -0.048 0.085 -0.019 0.345
N 3.526555 0.420969 1.627193 0.003 0.003 0.021 -0.360
C 2.383093 1.152605 1.688863 -0.008 0.104 0.067 0.808
N 2.521582 2.497799 1.563876 0.023 -0.002 -0.004 -0.442
O 1.277131 0.634183 1.845134 0.110 -0.129 -0.188 -0.693
H 4.431049 0.830222 1.487811 -0.007 -0.002 -0.003 0.174
H 3.450646 -0.576953 1.694799 -0.001 0.006 -0.014 0.193
H 1.688785 3.054679 1.622222 0.004 -0.006 0.015 0.233
H 3.405296 2.950864 1.426601 -0.008 -0.001 0.003 0.149
N -0.546824 0.365906 -3.039918 0.021 0.040 0.076 -0.313
C 0.388274 0.202605 -2.059845 -0.052 0.092 -0.121 0.685
N 0.008901 0.576626 -0.812538 -0.050 -0.225 0.012 -0.238
O 1.512219 -0.235197 -2.296907 0.192 -0.034 -0.183 -0.746
H -1.466184 0.758207 -2.885443 -0.052 0.015 -0.130 0.155
H -0.298355 0.075720 -3.968350 -0.023 -0.094 0.028 0.237
H 0.684098 0.510149 -0.065435 -0.123 0.064 0.152 0.004
H -0.903196 0.945229 -0.609952 0.011 0.045 -0.016 0.172
N 5.002441 -0.650694 -4.326338 0.006 0.093 -0.049 -0.329
C 4.300257 -1.533292 -5.108962 -0.034 -0.013 0.064 0.502
N 2.974363 -1.627993 -4.799363 -0.088 0.146 0.000 -0.299
O 4.824875 -2.171450 -6.003025 0.019 0.007 -0.026 -0.663
H 4.588212 -0.155585 -3.558859 -0.003 -0.052 0.032 0.182
H 5.982311 -0.552453 -4.512914 -0.006 -0.019 0.013 0.199
H 2.421458 -2.270226 -5.334399 0.053 -0.025 -0.004 0.176
H 2.546462 -1.100498 -4.055145 -0.093 -0.098 0.162 0.297
N -3.238295 3.325387 -5.283630 -0.007 0.001 0.004 -0.396
C -3.213460 2.057818 -4.790944 -0.045 0.040 -0.020 0.723
N -3.369468 1.058921 -5.704964 0.088 -0.004 -0.004 -0.390
O -3.059683 1.827980 -3.596480 0.110 -0.037 0.071 -0.744
H -3.348332 3.537654 -6.257228 0.007 -0.001 0.006 0.157
H -3.160495 4.079781 -4.627186 -0.025 -0.006 -0.003 0.234
H -3.394550 0.117011 -5.361231 -0.030 0.011 -0.001 0.225
H -3.500804 1.225810 -6.684717 -0.015 -0.001 0.008 0.163
N 2.401851 2.834306 -4.962289 -0.013 0.030 0.025 -0.285
C 1.352950 3.712618 -4.884455 0.035 -0.070 -0.026 0.462
N 0.270289 3.245215 -4.194386 0.023 -0.005 0.012 -0.281
O 1.383686 4.817752 -5.396368 -0.008 0.021 -0.003 -0.663
H 2.387687 1.925131 -4.537814 0.011 -0.005 -0.008 0.189
H 3.210445 3.127581 -5.477291 -0.010 -0.017 -0.005 0.181
H -0.522563 3.851394 -4.108620 0.015 0.009 -0.014 0.102
H 0.231071 2.328733 -3.784981 -0.070 0.021 0.046 0.275
N -2.896562 1.712692 6.281586 -0.058 -0.081 0.030 -0.300
C -3.986500 2.444371 5.912496 0.060 -0.006 -0.043 0.553
N -4.654035 1.949051 4.821849 -0.065 -0.029 0.012 -0.324
O -4.343407 3.455157 6.493235 -0.021 0.008 0.008 -0.667
H -2.619096 0.881486 5.787394 0.152 0.037 -0.041 0.302
H -2.363025 2.039686 7.063975 -0.022 0.012 -0.006 0.160
H -5.460527 2.453968 4.507873 0.017 0.002 -0.001 0.188
H -4.344909 1.136645 4.321185 0.036 0.027 -0.016 0.176